Entry 1:
Density functional theory data (ωB97M-V/def2-TZVPD) for a cluster of 2 separate species, C3H6O3S in total in a non-equilibrium geometry.

Last column: Mulliken charge in e.
CARTESIAN COORDINATES (ANGSTROEM)
C  -2.271  0.317  -0.893  -0.46
C  0.620  0.594  0.501  -1.11
C  -0.356  -0.514  0.568  0.07
O  -4.913  0.239  -0.500  -0.52
O  -3.390  0.276  1.458  -0.53
O  -0.082  -1.694  0.014  -0.43
S  -3.588  0.038  0.047  0.77
H  -2.317  -0.130  -1.878  0.28
H  1.503  0.324  1.091  0.39
H  0.944  0.778  -0.521  0.36
H  0.196  1.501  0.917  0.30
H  -1.057  -0.581  1.387  0.51
H  0.596  -1.611  -0.674  0.36

The calculation puts the LUMO energy at -0.46 eV. As for the total charge: 0.

Entry 2:
Density functional theory data (ωB97M-V/def2-TZVPD) for a structure of composition C3H6O3Tb in a non-equilibrium geometry.

Last column: Mulliken spin population.
CARTESIAN COORDINATES (ANGSTROEM)
O  1.746  2.696  0.110  0.13
C  0.425  2.603  0.049  -0.03
C  -0.205  1.430  -0.153  0.03
O  0.617  0.297  -0.134  -0.07
C  -0.086  -1.008  0.048  -0.01
Tb  2.901  0.976  -0.160  6.92
H  -0.173  3.521  0.132  -0.01
H  -1.284  1.287  -0.271  0.00
H  0.702  -1.768  -0.017  -0.02
H  -0.573  -0.981  1.033  0.00
H  -0.808  -1.121  -0.775  0.00
O  -1.646  -3.741  0.493  0.08
H  -1.617  -4.191  -0.355  0.00

The calculation puts the LUMO energy (spin up / spin down) at -1.43 / -2.57 eV. As for the total charge: 0. Its expectation value of S² is 15.823. As for the spin multiplicity: 8.

| no. | calculated total energy (hartree) |
| --- | --- |
| 1 | -741.62647 |
| 2 | -1167.85831 |